# 1
Computed, not measured: a structure of composition BCdH24O14P, with ωB97M-V/def2-TZVPD.

The geometry in XYZ format:
```
41
Properties=species:S:1:pos:R:3
Cd 15.230 11.892 17.575
P 13.475 12.591 19.468
O 12.769 13.929 19.534
O 12.653 11.803 20.436
O 15.021 12.644 19.499
O 13.281 12.335 17.962
B 17.465 11.758 17.125
H 17.066 12.156 18.045
H 16.733 11.135 16.634
H 17.808 12.516 16.438
H 18.366 11.191 17.297
O 16.017 14.861 20.008
H 15.675 14.010 19.736
H 15.862 15.434 19.257
O 18.643 13.475 20.444
H 18.897 13.503 21.367
H 17.721 13.733 20.442
O 16.477 11.620 13.960
H 16.861 10.989 13.350
H 17.158 11.763 14.617
O 15.413 13.702 16.641
H 16.103 14.342 16.817
H 14.881 14.106 15.955
O 19.369 10.287 19.515
H 20.294 10.370 19.282
H 18.904 10.752 18.820
O 18.357 9.229 14.911
H 17.778 8.467 14.903
H 17.995 9.798 15.590
O 20.243 13.481 17.814
H 19.803 12.807 17.296
H 19.623 13.687 18.514
O 14.496 11.184 15.640
H 13.672 11.002 15.188
H 15.164 11.119 14.957
O 15.340 9.969 18.246
H 15.402 9.785 19.184
H 15.548 9.135 17.824
O 16.516 10.972 20.732
H 17.413 11.146 20.448
H 16.028 11.756 20.480
```

- frontier orbital gap (spin up / spin down) (eV) = 7.8 / 7.5
- spin multiplicity = 2
- E_tot (Ha) = -1601.72888
- expectation value of S² = 0.7590
- total charge = -1

=====

# 2
Computed, not measured: a structure of composition BCdH26O15P, with ωB97M-V/def2-TZVPD.

The geometry in XYZ format:
```
44
Properties=species:S:1:pos:R:3
Cd 1.568 0.719 0.549
P 2.248 3.353 0.417
O 1.983 4.480 1.454
O 3.229 3.863 -0.609
O 1.032 2.555 -0.171
O 2.808 2.246 1.401
B -0.236 -0.428 -0.251
H 0.450 -1.053 0.421
H -0.948 -1.091 -0.909
H -0.856 0.311 0.413
H 0.375 0.260 -0.933
O -0.001 -3.531 -1.031
H 0.020 -2.561 -1.166
H -0.812 -3.669 -0.531
O -2.154 -1.675 -4.328
H -2.921 -1.323 -4.787
H -1.787 -0.909 -3.857
O 0.631 0.376 2.754
H 0.443 0.965 3.494
H 0.102 -0.418 2.907
O 2.956 0.215 -1.214
H 3.034 -0.668 -1.594
H 3.396 0.813 -1.834
O 2.708 -0.893 1.407
H 2.474 -1.836 1.327
H 3.649 -0.850 1.611
O -2.722 2.090 2.537
H -2.992 2.885 2.070
H -2.585 1.449 1.833
O -1.050 -2.439 2.200
H -1.180 -1.839 1.443
H -1.923 -2.544 2.592
O -3.586 0.676 0.135
H -2.624 0.508 0.147
H -3.873 0.347 -0.720
O 1.778 -3.636 1.465
H 1.197 -3.683 0.684
H 1.170 -3.563 2.210
O -1.498 2.587 -0.819
H -1.415 2.556 -1.773
H -0.545 2.692 -0.477
O -0.748 0.756 -3.122
H -0.050 1.419 -3.171
H -0.746 0.487 -2.173
```

- frontier orbital gap (eV) = 3.3
- E_tot (Ha) = -1678.20674
- ΔE to the lowest compared entry with this formula, charge and spin (kcal per mole) = 9.5
- total charge = -2

=====

# 3
Computed, not measured: the ion BF4 with charge -1, with ωB97M-V/def2-TZVPD.

The geometry in XYZ format:
```
5
Properties=species:S:1:pos:R:3
F 1.030 0.697 -0.595
F 0.010 0.264 1.365
F -1.220 0.395 -0.537
F 0.181 -1.348 -0.236
B -0.001 -0.007 0.003
```

- frontier orbital gap (eV) = 11.8
- E_tot (Ha) = -424.63335
- total charge = -1